The following is a quantum chemistry calculation of a structure of composition C37H50Ge2N3OPdS2 at a distorted geometry, from OMol25.

Its expectation value of S² is 0.753. The energy above the lowest of the compared OMol25 structures with the same formula, charge and spin is 18.73 kcal/mol. The calculation puts the HOMO energy (spin up / spin down) at -13.21 / -13.28 eV. The largest force on an atom is 2.49 eV/Å.

The geometry in ORCA input format:
```
! wB97M-V def2-TZVPD RIJCOSX def2/J DEFGRID3
* xyz 2 2
Pd -0.7450 0.1090 0.2785
N 0.8544 1.4815 -0.2746
S 1.5680 2.5808 0.6817
C 1.8707 1.8979 2.3123
C 2.7904 0.8714 2.5111
C 2.9320 0.3359 3.7795
C 2.1654 0.8260 4.8376
C 1.2594 1.8549 4.6284
C 1.1051 2.3964 3.3561
C 3.2518 2.6893 0.0826
C 3.5942 2.1478 -1.1464
C 4.9140 2.2517 -1.5743
C 5.8533 2.9063 -0.7915
C 5.4861 3.4598 0.4319
C 4.1794 3.3593 0.8758
H 1.5621 0.8093 -0.5721
H 3.4000 0.5097 1.6887
H 3.6480 -0.4601 3.9499
H 2.2828 0.4061 5.8291
H 0.6772 2.2468 5.4546
H 0.4089 3.2136 3.1851
H 2.8585 1.6590 -1.7751
H 5.1992 1.8267 -2.5288
H 6.8755 2.9984 -1.1395
H 6.2211 3.9736 1.0398
H 3.8913 3.7862 1.8310
O -2.6803 1.3392 0.0445
S -3.2502 2.6007 -0.6092
C -4.1563 3.4378 0.7131
C -3.1324 4.2596 1.4858
C -2.2739 4.9268 0.4143
C -1.9018 3.8274 -0.5832
H -4.6586 2.6626 1.2917
H -4.9097 4.0672 0.2310
H -2.5251 3.5993 2.1118
H -3.6159 4.9869 2.1363
H -1.3830 5.3948 0.8331
H -2.8515 5.7052 -0.0868
H -1.0354 3.2447 -0.2809
H -1.7464 4.1969 -1.5979
C -0.8976 -2.1507 2.3320
C -1.8143 -3.0051 3.2741
N -3.1738 -2.4724 3.2606
C -3.1812 -1.0885 3.7255
C -2.2946 -0.2069 2.7809
N -1.7318 -1.0880 1.7215
C -2.8602 -1.7058 0.9448
C -3.7375 -2.5539 1.9177
H -0.4592 -2.7566 1.5399
H -0.0948 -1.6720 2.8905
H -1.4341 -2.9806 4.2939
H -1.8403 -4.0428 2.9468
H -2.7946 -1.0561 4.7434
H -4.2083 -0.7267 3.7369
H -1.4648 0.2371 3.3283
H -2.8607 0.5865 2.3011
H -2.4377 -2.3331 0.1668
H -3.4302 -0.9014 0.4849
H -3.7572 -3.5954 1.6033
H -4.7602 -2.1810 1.9445
C -2.6433 0.3732 -3.6870
Ge -0.7738 -0.1732 -3.8519
C 0.4033 1.3795 -3.8740
C -0.4996 -1.5192 -5.2117
Ge -0.1762 -1.2845 -1.6189
C 1.7865 -1.4216 -1.5388
C 2.4279 -1.4799 -0.2895
C 3.8107 -1.6082 -0.1985
C 4.5736 -1.6544 -1.3580
C 3.9525 -1.6078 -2.6002
C 2.5686 -1.5027 -2.6897
C -0.7586 -3.1229 -1.7976
C 0.1559 -4.1813 -1.6609
C -0.2926 -5.4972 -1.6666
C -1.6508 -5.7708 -1.8049
C -2.5665 -4.7340 -1.9547
C -2.1249 -3.4201 -1.9513
H -2.7477 1.3939 -4.0649
H -2.9611 0.3565 -2.6455
H -3.2923 -0.2794 -4.2727
H -0.1160 2.1947 -4.3848
H 1.3361 1.1735 -4.3999
H 0.6199 1.6866 -2.8505
H -0.9344 -1.1261 -6.1358
H -1.0154 -2.4400 -4.9372
H 0.5562 -1.7321 -5.3753
H 1.8385 -1.4538 0.6215
H 4.2953 -1.6888 0.7693
H 5.6529 -1.7368 -1.2928
H 4.5478 -1.6612 -3.5038
H 2.0981 -1.5034 -3.6672
H 1.2182 -3.9790 -1.5636
H 0.4193 -6.3087 -1.5647
H -1.9945 -6.7988 -1.8061
H -3.6217 -4.9530 -2.0792
H -2.8419 -2.6121 -2.0849
*
```


The following is a quantum chemistry calculation of a structure of composition C37H50N2O2Si2Y, from OMol25.

The energy above the lowest of the compared OMol25 structures with the same formula, charge and spin is 0.00 kcal/mol. The calculation puts the HOMO energy at -10.36 eV. The largest force on an atom is 0.55 eV/Å.

The geometry in ORCA input format:
```
! wB97M-V def2-TZVPD RIJCOSX def2/J DEFGRID3
* xyz 1 1
Y -0.1912 0.2587 0.2471
C -5.0213 1.9273 2.7105
C -3.6055 2.1658 3.2241
C -3.6315 2.5451 4.7104
C -2.6775 0.9854 3.0367
C -3.1270 -0.3321 3.0265
C -2.2439 -1.4038 2.9972
C -0.8632 -1.2127 3.0145
C 0.0928 -2.3703 3.1280
C -0.4070 0.1126 3.0009
C -1.2959 1.1885 2.9817
H -5.5943 2.8527 2.7656
H -5.5476 1.1892 3.3186
H -5.0270 1.5841 1.6758
H -3.1746 3.0060 2.6723
H -4.0301 1.7217 5.3066
H -4.2678 3.4163 4.8670
H -2.6339 2.7797 5.0833
H -4.1895 -0.5355 3.0490
H -2.6366 -2.4135 3.0055
H 0.7728 -2.4299 2.2771
H -0.4503 -3.3103 3.2108
H 0.7092 -2.2570 4.0213
H 0.6604 0.3096 3.0695
H -0.9049 2.2022 3.0062
C -2.9620 2.9880 -0.2357
Si -3.0263 1.4671 -1.3397
C -4.1325 1.8606 -2.7964
C -3.8220 0.0079 -0.4480
C -1.2931 0.9382 -1.7513
C -1.2784 -0.4688 -2.2371
C -1.6923 -0.9171 -3.4962
C -1.6542 -2.2653 -3.7889
C -1.1965 -3.1724 -2.8343
C -0.7785 -2.6816 -1.6205
N -0.8168 -1.3723 -1.3349
Si -0.1850 2.1013 -2.7023
C 0.3339 3.5257 -1.5923
C 1.3424 1.1090 -3.1757
C -0.9187 2.8652 -4.2485
H -3.9324 3.1760 0.2287
H -2.7109 3.8711 -0.8267
H -2.2192 2.9206 0.5667
H -5.1125 2.1919 -2.4431
H -4.2946 0.9810 -3.4239
H -3.7212 2.6502 -3.4257
H -4.8416 0.2381 -0.1313
H -3.2854 -0.3323 0.4440
H -3.8791 -0.8461 -1.1289
H -2.0489 -0.1955 -4.2191
H -1.9834 -2.6184 -4.7580
H -1.1624 -4.2335 -3.0354
H -0.3899 -3.3283 -0.8452
H 0.7396 3.2107 -0.6271
H -0.4924 4.2143 -1.4076
H 1.1239 4.0965 -2.0870
H 1.8015 0.6184 -2.3097
H 2.1064 1.7535 -3.6153
H 1.0994 0.3348 -3.9091
H -1.7241 3.5607 -4.0046
H -1.3183 2.1209 -4.9407
H -0.1510 3.4316 -4.7815
C 2.3026 -3.1186 -3.3060
C 2.6528 -3.2472 -1.8465
C 2.0698 -4.2504 -1.0795
C 2.3521 -4.3940 0.2718
C 3.2520 -3.5270 0.8660
C 3.8517 -2.5334 0.1062
N 4.8445 -1.7101 0.7243
C 4.7240 -0.6070 1.5354
C 5.8745 -0.2873 2.2870
C 5.9565 0.8367 3.0688
C 4.8843 1.7266 3.1451
C 3.7590 1.4512 2.4120
C 3.6353 0.2927 1.6177
C 2.3369 0.1646 0.9433
O 1.7299 1.2493 0.5704
O 1.7141 -0.9280 0.7889
C 3.5674 -2.3729 -1.2469
C 4.2538 -1.2905 -2.0358
H 1.6142 -3.9065 -3.6085
H 3.1883 -3.1843 -3.9402
H 1.8232 -2.1568 -3.5175
H 1.3916 -4.9483 -1.5601
H 1.8936 -5.1897 0.8439
H 3.5149 -3.6144 1.9126
H 5.7937 -2.0181 0.5923
H 6.7163 -0.9676 2.2366
H 6.8631 1.0268 3.6284
H 4.9396 2.6134 3.7597
H 2.9245 2.1380 2.4306
H 4.4286 -0.4040 -1.4253
H 3.6773 -0.9970 -2.9105
H 5.2318 -1.6280 -2.3884
*
```


The following is a quantum chemistry calculation of a structure of composition C37H51BN10O2PW at a distorted geometry, from OMol25.

Its expectation value of S² is 2.015. The energy above the lowest of the compared OMol25 structures with the same formula, charge and spin is 29.97 kcal/mol. The calculation puts the HOMO energy (spin up / spin down) at -15.91 / -16.08 eV. The largest force on an atom is 1.08 eV/Å.

The geometry in ORCA input format:
```
! wB97M-V def2-TZVPD RIJCOSX def2/J DEFGRID3
* xyz 3 3
W 0.5828 -0.3972 0.0781
C 2.5232 -2.3480 -2.8226
C 2.0529 -2.9464 -1.5420
C 2.1613 -4.2925 -1.2226
C 1.5285 -4.4631 0.0002
C 1.3363 -5.6963 0.8096
N 1.0762 -3.2663 0.3883
N 1.4041 -2.3060 -0.5396
B 0.6918 -2.7395 1.7858
N 1.4455 -1.3610 1.7837
N 2.0180 0.7558 0.6912
C 3.0532 0.9433 1.4710
C 3.8644 2.2147 1.4041
C 3.3153 -0.0174 2.4216
C 2.5213 -1.1907 2.5066
C 2.9962 -2.2443 3.4711
N -0.7626 -2.2879 1.8580
N -1.0408 -1.1145 1.2085
C -2.3366 -0.8218 1.4766
C -3.0912 0.3448 0.9505
C -2.8456 -1.7877 2.3228
C -1.8352 -2.7174 2.5238
C -1.8391 -3.9731 3.3217
H 3.6123 -2.2739 -2.8257
H 2.0885 -1.3747 -2.9968
H 2.2502 -3.0070 -3.6470
H 2.6248 -5.0559 -1.8250
H 1.6773 -6.5647 0.2520
H 0.2850 -5.8359 1.0611
H 1.8997 -5.6453 1.7423
H 0.9506 -3.5150 2.6466
H 3.4666 2.9068 0.6663
H 4.8974 1.9705 1.1516
H 3.8687 2.7043 2.3764
H 4.1101 0.1422 3.1370
H 3.9065 -1.9224 3.9694
H 3.1998 -3.1778 2.9475
H 2.2358 -2.4491 4.2248
H -3.0445 0.3970 -0.1362
H -2.7280 1.2806 1.3785
H -4.1371 0.2359 1.2275
H -3.8506 -1.8344 2.7059
H -2.8380 -4.1655 3.7043
H -1.1561 -3.9043 4.1696
H -1.5316 -4.8238 2.7136
C -0.0317 -0.1638 4.6870
C 0.3662 1.0927 3.9752
C 1.0856 2.0915 4.6394
C 1.3651 3.2759 3.9879
C 0.9051 3.4497 2.6873
C 0.2078 2.4051 2.1030
N -0.0381 1.2483 2.7149
C -0.4083 2.5692 0.7604
C -0.9783 3.8023 0.4695
C -1.6728 3.9874 -0.7076
C -1.7795 2.9226 -1.5830
C -1.1679 1.7195 -1.2735
N -0.4913 1.5364 -0.1184
C -1.3033 0.5496 -2.1706
C -1.8544 0.6857 -3.4237
C -2.0848 -0.4514 -4.1921
C -1.8190 -1.6712 -3.6304
C -1.2524 -1.7668 -2.3527
C -1.1001 -3.1424 -1.8018
N -0.9158 -0.6553 -1.6683
H 0.6851 -0.4254 5.4645
H -0.1440 -0.9909 3.9877
H -0.9981 -0.0117 5.1731
H 1.4015 1.9337 5.6621
H 1.9157 4.0637 4.4854
H 1.0936 4.3728 2.1549
H -0.9228 4.5923 1.2043
H -2.1505 4.9329 -0.9269
H -2.3643 3.0297 -2.4819
H -2.1183 1.6549 -3.8157
H -2.5061 -0.3703 -5.1853
H -2.0512 -2.5889 -4.1528
H -1.9785 -3.7122 -2.0963
H -1.0613 -3.1575 -0.7194
H -0.2312 -3.6380 -2.2320
C -4.7661 -5.0897 -0.1637
C -4.6486 -3.6197 -0.4752
N -5.7858 -3.0220 -0.8859
O -3.5911 -3.0036 -0.3623
H -5.0323 -5.6472 -1.0627
H -5.5472 -5.2690 0.5757
H -3.8169 -5.4559 0.2154
H -6.6478 -3.5310 -0.9768
H -5.7798 -2.0437 -1.1162
C 1.8932 3.0479 -2.0010
P 2.3219 1.3779 -2.4823
C 1.9580 1.2049 -4.2222
C 4.0840 1.1831 -2.2532
O 1.5522 0.3123 -1.6871
H 2.6115 3.7432 -2.4394
H 1.9246 3.1395 -0.9154
H 0.8970 3.3071 -2.3579
H 2.3361 2.0729 -4.7647
H 0.8787 1.1358 -4.3620
H 2.4308 0.3094 -4.6256
H 4.6200 1.7037 -3.0487
H 4.3431 0.1251 -2.2866
H 4.3927 1.6014 -1.2954
*
```


The following is a quantum chemistry calculation of a structure of composition C37H51N4OP2V at a distorted geometry, from OMol25.

Its expectation value of S² is 3.770. The energy above the lowest of the compared OMol25 structures with the same formula, charge and spin is 40.73 kcal/mol. The calculation puts the HOMO energy (spin up / spin down) at -8.88 / -8.87 eV. The largest force on an atom is 6.05 eV/Å.

The geometry in ORCA input format:
```
! wB97M-V def2-TZVPD RIJCOSX def2/J DEFGRID3
* xyz 1 4
C -1.2824 -1.4312 -2.5049
C 0.7391 -2.4964 -1.7428
C -1.4935 -2.3951 -3.4859
C 0.4896 -3.5474 -2.6988
C -0.5877 -3.4889 -3.5542
H -2.3538 -2.3193 -4.1558
H 1.2033 -4.3751 -2.7485
H -0.7466 -4.2839 -4.2916
N -0.2299 -1.4833 -1.6331
P -2.4096 0.0361 -0.4856
P 2.2992 -0.8951 -0.1831
C -2.2626 -0.2888 -2.3192
H -1.8604 0.6383 -2.7625
H -3.2218 -0.5075 -2.8145
C 1.9046 -2.4400 -0.9693
H 2.6661 -3.2097 -1.1363
C 3.4517 0.0590 -1.4216
C 3.3304 -1.2900 1.3786
C -3.3589 1.6829 -0.2713
C -3.4949 -1.4506 0.0844
C 3.4814 1.5579 -1.0545
H 4.1228 1.7458 -0.1792
H 3.8913 2.1424 -1.9009
H 2.4779 1.9425 -0.8185
C 4.8951 -0.4693 -1.5195
H 5.4823 -0.2810 -0.6063
H 4.9166 -1.5501 -1.7414
H 5.4074 0.0503 -2.3527
C 2.8075 -0.1642 -2.8110
H 3.2128 0.5771 -3.5261
H 3.0382 -1.1746 -3.1850
H 1.7127 -0.0719 -2.7931
C 4.0070 -0.0109 1.9069
H 3.2728 0.8042 2.0322
H 4.4540 -0.2198 2.8970
H 4.8157 0.3429 1.2476
C 2.3771 -1.8137 2.4653
H 1.7202 -1.0159 2.8412
H 1.7548 -2.6431 2.0913
H 2.9779 -2.1880 3.3156
C 4.3664 -2.4010 1.1049
H 5.1041 -2.1315 0.3370
H 4.9168 -2.6094 2.0419
H 3.8646 -3.3341 0.7983
C -3.9444 -1.2281 1.5431
H -4.4181 -2.1561 1.9132
H -3.0976 -0.9973 2.2079
H -4.6923 -0.4220 1.6220
C -2.6630 -2.7540 -0.0062
H -2.4711 -3.0395 -1.0516
H -1.7000 -2.6937 0.5150
H -3.2554 -3.5613 0.4633
C -4.7340 -1.6674 -0.8118
H -5.2799 -2.5506 -0.4311
H -5.4332 -0.8200 -0.8087
H -4.4491 -1.8903 -1.8535
C -2.5855 2.7561 -1.0661
H -2.5787 2.5603 -2.1520
H -3.0798 3.7320 -0.9061
H -1.5471 2.8350 -0.7096
C -3.2925 2.0833 1.2194
H -2.2507 2.0919 1.5781
H -3.7058 3.1029 1.3327
H -3.8767 1.4103 1.8638
C -4.8190 1.6568 -0.7565
H -4.9061 1.3021 -1.7982
H -5.4566 1.0278 -0.1153
H -5.2264 2.6845 -0.7176
V 0.0000 0.0000 0.0000
C -0.3955 -1.1033 1.5422
O -0.7174 -1.6743 2.5160
N 0.2593 1.3313 -1.5731
C 0.3755 2.0624 -2.4870
C 0.5393 2.8991 -3.6194
C 0.3121 4.2952 -3.5269
C 0.9358 2.3269 -4.8559
C 0.4816 5.0981 -4.6573
H 0.0089 4.7290 -2.5700
C 1.0984 3.1470 -5.9747
H 1.1148 1.2495 -4.9163
C 0.8730 4.5302 -5.8807
H 0.3075 6.1763 -4.5840
H 1.4060 2.7044 -6.9275
H 1.0040 5.1666 -6.7618
N 2.9943 0.1646 5.6814
C 2.0784 0.4852 5.0291
C 0.9094 0.8446 4.3002
C -0.2814 0.4860 4.9274
C -1.3985 0.5603 4.1982
C -1.2470 0.8263 2.8634
N -0.1359 1.1884 2.0687
C 0.9222 1.3404 2.9196
H -0.3629 0.0680 5.9292
H -2.3601 0.2038 4.5790
H -2.0499 0.4718 2.4091
H 1.7613 1.6536 2.4933
*
```


The following is a quantum chemistry calculation of a cluster of 6 separate species, C37H51N8O2 in total at a distorted geometry, from OMol25.

The calculation puts the HOMO energy at -10.87 eV. The largest force on an atom is 1.05 eV/Å.

The geometry in ORCA input format:
```
! wB97M-V def2-TZVPD RIJCOSX def2/J DEFGRID3
* xyz 1 1
C 4.8871 -0.8309 0.5882
C 3.4830 -1.3660 0.9063
C 2.4628 -1.0017 -0.1608
O 1.1939 -0.6317 0.3813
C 1.0542 0.7243 0.6619
N -0.0162 1.3062 -0.1596
C 0.4222 2.4998 -0.9372
C 0.8557 3.6398 -0.0376
C -0.2794 3.9838 0.9176
N -0.9411 2.8002 1.5127
C -1.0774 1.7611 0.6122
N -2.2148 1.2116 0.4269
C -3.4714 1.5358 1.1001
C -4.3577 0.3083 1.2653
C -5.1004 -0.0706 -0.0044
C -4.2604 -0.8302 -1.0089
O -5.1436 -1.5844 -1.8210
H 5.1311 0.0123 1.2213
H 5.6341 -1.5821 0.8023
H 5.0177 -0.5436 -0.4499
H 3.1675 -0.9771 1.8652
H 3.5413 -2.4390 0.9998
H 2.8536 -0.2539 -0.8471
H 2.2831 -1.8880 -0.7553
H 1.9903 1.2430 0.5024
H 0.8430 0.8065 1.7282
H 1.1531 2.2352 -1.6866
H -0.4632 2.8506 -1.4643
H 1.1143 4.5040 -0.6364
H 1.7326 3.3769 0.5482
H -1.0345 4.5194 0.3514
H 0.0459 4.6386 1.7060
H -0.5243 2.4979 2.3863
H -2.2051 0.4686 -0.2710
H -3.3103 1.9848 2.0625
H -3.9957 2.2657 0.4951
H -3.7969 -0.5227 1.6688
H -5.0862 0.5826 2.0108
H -5.6009 0.7822 -0.4432
H -5.8910 -0.7481 0.2977
H -3.5880 -1.4891 -0.4586
H -3.7086 -0.1300 -1.6454
H -4.6201 -1.9447 -2.5535
N -7.7936 -4.9273 -1.3374
C -7.6666 -3.6700 -1.7629
C -8.7409 -2.8646 -2.1099
C -10.0180 -3.3929 -2.0143
C -10.1683 -4.6982 -1.5760
C -9.0286 -5.4179 -1.2502
H -6.6552 -3.2976 -1.8238
H -8.5776 -1.8497 -2.4466
H -10.8829 -2.7973 -2.2776
H -11.1466 -5.1501 -1.4878
H -9.1013 -6.4420 -0.9005
N -4.0996 -1.2614 4.0358
C -4.6753 -2.3098 4.6241
C -4.1948 -2.8988 5.7833
C -3.0521 -2.3736 6.3643
C -2.4381 -1.2838 5.7683
C -3.0027 -0.7714 4.6128
H -5.5648 -2.6916 4.1354
H -4.7039 -3.7479 6.2172
H -2.6440 -2.8074 7.2683
H -1.5419 -0.8458 6.1909
H -2.5548 0.0851 4.1135
N 5.7894 -0.0981 -2.8702
C 6.9674 -0.3839 -3.4238
C 7.2808 -0.1182 -4.7477
C 6.3185 0.4746 -5.5475
C 5.0865 0.7784 -4.9893
C 4.8768 0.4739 -3.6540
H 7.6918 -0.8501 -2.7648
H 8.2556 -0.3693 -5.1421
H 6.5305 0.7003 -6.5821
H 4.3057 1.2423 -5.5769
H 3.9259 0.6979 -3.1778
N 0.3424 -0.6325 7.9642
C -0.4977 -0.4985 8.9904
C -0.1433 0.0569 10.2094
C 1.1589 0.4975 10.3762
C 2.0476 0.3661 9.3218
C 1.5905 -0.2014 8.1431
H -1.5076 -0.8576 8.8195
H -0.8695 0.1408 11.0059
H 1.4766 0.9358 11.3133
H 3.0736 0.6952 9.4103
H 2.2535 -0.3226 7.2933
N 7.7213 1.9185 -8.2237
C 7.1787 1.3121 -9.2796
C 7.0909 1.8864 -10.5375
C 7.5914 3.1662 -10.7107
C 8.1577 3.8137 -9.6251
C 8.1991 3.1482 -8.4103
H 6.7966 0.3117 -9.1006
H 6.6424 1.3443 -11.3583
H 7.5419 3.6510 -11.6772
H 8.5607 4.8126 -9.7169
H 8.6380 3.6166 -7.5361
*
```